Entry 1:
{"formula": "C13H37BF4N2O6", "method": "ωB97M-V/def2-TZVPD", "e_lumo_ev": 4.7, "homo_lumo_gap_ev": 5.6719, "charge": -2, "elements": ["N", "H", "H", "H", "H", "N", "H", "H", "H", "H", "C", "C", "C", "O", "H", "H", "H", "H", "H", "H", "H", "C", "C", "C", "O", "H", "H", "H", "H", "H", "H", "H", "C", "C", "C", "O", "H", "H", "H", "H", "H", "H", "H", "B", "F", "F", "F", "F", "C", "C", "O", "C", "O", "O", "C", "H", "H", "H", "H", "H", "H", "H", "H"], "xyz": [[0.0933, 0.3149, -0.1494], [0.5212, 0.3511, 0.7849], [-0.9371, 0.4183, 0.0235], [0.3534, -0.5735, -0.5746], [0.2882, 1.1529, -0.7250], [-3.0442, 2.2681, -1.4182], [-3.8632, 2.8437, -1.2673], [-3.0167, 1.5060, -0.6693], [-2.1335, 2.7851, -1.2902], [-3.1197, 1.7622, -2.2939], [-2.0232, -0.4294, 2.5333], [-3.1166, 0.1573, 1.6244], [-3.6617, 1.4750, 2.1903], [-2.8072, 0.1420, 0.2892], [-1.1280, 0.1824, 2.6439], [-1.7666, -1.4141, 2.1353], [-2.4740, -0.6350, 3.5137], [-4.0083, -0.5084, 1.7424], [-3.9501, 1.3438, 3.2451], [-4.5262, 1.9185, 1.6870], [-2.8908, 2.2525, 2.2954], [-0.7465, 3.4586, -3.6405], [0.1299, 2.7306, -2.6139], [1.6130, 2.9554, -2.8622], [-0.2675, 2.9379, -1.3032], [-1.8231, 3.4228, -3.4567], [-0.6692, 3.1491, -4.6953], [-0.5127, 4.5316, -3.7185], [-0.0115, 1.6387, -2.8034], [1.8518, 3.9716, -2.5302], [1.7688, 2.9234, -3.9494], [2.2527, 2.2230, -2.3761], [0.8269, -3.0259, -2.1068], [-0.3897, -2.3170, -2.6937], [-1.1877, -3.2602, -3.6220], [-1.1722, -1.7700, -1.7252], [0.5409, -3.6975, -1.2899], [1.5126, -2.2808, -1.6920], [1.3627, -3.6755, -2.8171], [0.0480, -1.5638, -3.3934], [-2.1123, -2.7377, -3.8851], [-1.4199, -4.2494, -3.2152], [-0.7530, -3.4301, -4.6232], [0.9778, 2.7965, 2.2161], [0.9773, 1.3785, 2.2722], [-0.3438, 3.2981, 2.0605], [1.4786, 3.2940, 3.4321], [1.6945, 3.2501, 1.1052], [2.1473, -4.2753, 1.3972], [3.1544, -3.1933, 0.9952], [3.6946, -2.4906, 2.1194], [2.9546, -1.5875, 2.7444], [1.8488, -1.2285, 2.4573], [3.6402, -1.1691, 3.8142], [3.0378, -0.1481, 4.6121], [1.5071, -4.3210, 0.5118], [1.4503, -3.8925, 2.1402], [2.6550, -5.2159, 1.5834], [2.6807, -2.4755, 0.3266], [4.0133, -3.6317, 0.4927], [2.0140, -0.3809, 4.8919], [3.0846, 0.7869, 4.0522], [3.7019, -0.0423, 5.4679]], "lowdin_charge": [0.291, 0.082, 0.089, 0.085, 0.082, 0.237, 0.110, 0.061, 0.085, 0.118, -0.073, -0.640, -0.103, -0.306, 0.057, 0.072, 0.058, 0.101, 0.054, 0.049, 0.063, -0.106, -0.669, -0.087, -0.307, 0.034, 0.057, 0.063, 0.110, 0.072, 0.057, 0.064, -0.118, -0.724, -0.123, -0.291, 0.050, 0.044, 0.056, 0.096, 0.052, 0.052, 0.043, -1.253, 0.059, 0.064, 0.072, 0.095, -0.047, -0.197, 0.022, -0.612, 0.143, -0.015, -0.031, 0.055, 0.082, 0.067, 0.104, 0.117, 0.100, 0.098, 0.083]}



Entry 2:
{"formula": "C13H37N3PSn", "method": "ωB97M-V/def2-TZVPD", "e_lumo_ev": [-4.8, -3.9], "e_above_lowest_ev": 3.512, "homo_lumo_gap_ev": [5.6195, 6.7766], "charge": 1, "elements": ["C", "Sn", "N", "N", "H", "H", "H", "H", "H", "H", "H", "H", "H", "H", "C", "C", "C", "C", "P", "N", "C", "C", "C", "C", "C", "C", "C", "C", "H", "H", "H", "H", "H", "H", "H", "H", "H", "H", "H", "H", "H", "H", "H", "H", "H", "H", "H", "H", "H", "H", "H", "H", "H", "H", "H"], "xyz": [[-2.1016, 0.5595, -1.1255], [-0.7614, -0.5922, 0.1622], [1.6200, 0.1315, 0.5132], [0.6997, -0.9191, -2.1013], [2.1525, -0.6470, 0.9134], [-0.5092, 0.9800, -0.3384], [-2.6841, 1.3460, -0.5590], [-2.6535, -0.3277, -1.3493], [-1.6316, 1.0039, -2.0740], [1.2663, -1.7549, -1.9077], [1.3227, -0.1269, -2.2724], [0.1370, -1.0900, -2.9329], [2.1574, 0.5249, -0.2951], [1.4786, 0.8503, 1.2324], [-1.4679, -1.9858, 5.1501], [-1.3794, -1.6737, 3.6420], [-0.1667, -2.4520, 3.0729], [-2.6252, -2.2083, 2.9244], [-1.2476, 0.1647, 3.3886], [-0.8129, 0.4332, 1.8873], [-2.8795, 1.0477, 3.6266], [-3.5574, 0.6370, 4.9438], [-2.6408, 2.5681, 3.6300], [-3.8324, 0.7491, 2.4541], [0.1146, 0.9682, 4.4125], [1.3540, 0.0573, 4.4081], [0.5244, 2.3085, 3.7876], [-0.3385, 1.1740, 5.8633], [-2.2987, -1.4678, 5.6486], [-0.5416, -1.7664, 5.6867], [-1.6582, -3.0668, 5.2513], [-0.3719, -3.5245, 3.2636], [-0.0522, -2.3436, 1.9666], [0.7702, -2.2005, 3.5524], [-3.5572, -1.8749, 3.3799], [-2.6207, -1.9611, 1.8484], [-2.5951, -3.3070, 3.0036], [-2.9043, 0.7786, 5.8135], [-4.4353, 1.2811, 5.0883], [-3.9139, -0.3989, 4.9200], [-2.0644, 2.8724, 2.7292], [-3.6142, 3.0700, 3.5835], [-2.1307, 2.9226, 4.5276], [-3.3025, 0.8793, 1.4867], [-4.2629, -0.2486, 2.4905], [-4.6579, 1.4684, 2.4857], [1.6753, -0.1973, 3.3818], [2.1799, 0.6136, 4.8757], [1.2150, -0.8592, 4.9972], [-0.1423, 3.1313, 4.0904], [1.5241, 2.5648, 4.1355], [0.5309, 2.2541, 2.6934], [-1.1186, 1.9408, 5.9530], [-0.6818, 0.2497, 6.3365], [0.5305, 1.5317, 6.4345]], "lowdin_charge": [-0.236, 1.037, -0.016, -0.020, 0.057, 0.007, 0.047, -0.024, 0.054, 0.052, 0.042, 0.053, 0.069, 0.024, -0.076, -0.615, -0.101, -0.094, 0.889, -0.419, -0.602, -0.078, -0.084, -0.081, -0.601, -0.089, -0.088, -0.079, 0.068, 0.068, 0.098, 0.101, 0.003, 0.052, 0.067, 0.042, 0.099, 0.067, 0.098, 0.070, 0.094, 0.092, 0.061, 0.049, 0.063, 0.094, 0.066, 0.095, 0.071, 0.074, 0.087, 0.057, 0.069, 0.068, 0.099]}



Entry 3:
{"formula": "C13H38BrO11", "method": "ωB97M-V/def2-TZVPD", "e_lumo_ev": 2.7, "e_above_lowest_ev": 0.171, "homo_lumo_gap_ev": 9.3702, "charge": -1, "elements": ["Br", "C", "C", "C", "O", "H", "H", "H", "H", "H", "H", "H", "H", "C", "C", "O", "O", "H", "H", "H", "H", "H", "H", "C", "C", "O", "O", "H", "H", "H", "H", "H", "H", "C", "C", "O", "O", "H", "H", "H", "H", "H", "H", "C", "C", "O", "O", "H", "H", "H", "H", "H", "H", "C", "C", "O", "O", "H", "H", "H", "H", "H", "H"], "xyz": [[0.2708, 0.2964, 0.4119], [3.9237, 1.6040, -1.6068], [4.3484, 2.2224, -0.2713], [4.4963, 3.7495, -0.4151], [3.3491, 1.9845, 0.7274], [3.5808, 0.5742, -1.4998], [4.7216, 1.7244, -2.3378], [3.0305, 2.1530, -1.9263], [5.3010, 1.8105, 0.0785], [4.9160, 4.1017, 0.5369], [3.5379, 4.2684, -0.4089], [5.1759, 4.0362, -1.2177], [2.5968, 1.5741, 0.2693], [1.1122, -0.7176, -3.6746], [-0.3264, -0.3646, -3.9788], [-1.1812, -0.5321, -2.8543], [1.2788, -2.1250, -3.5929], [1.4976, -0.1804, -2.8052], [1.7790, -0.4206, -4.4933], [-0.7164, -0.9031, -4.8372], [-0.3448, 0.7135, -4.2146], [-0.7485, -0.1911, -2.0519], [1.2143, -2.4350, -2.6722], [-2.5747, 3.0298, -0.6792], [-3.3542, 4.3073, -0.4938], [-3.9874, 4.5428, -1.7657], [-1.9323, 2.6409, 0.5043], [-1.8951, 3.0460, -1.5437], [-3.2595, 2.2295, -1.0024], [-2.7949, 5.1727, -0.1353], [-4.1731, 4.1329, 0.2127], [-4.4526, 5.3814, -1.7362], [-1.3264, 1.8805, 0.3649], [0.3058, -4.9883, -0.8499], [0.3121, -3.6811, -0.0786], [1.1310, -2.7278, -0.7385], [1.5702, -5.6615, -0.7576], [0.0052, -4.9242, -1.8935], [-0.4016, -5.6151, -0.2950], [0.7190, -3.8519, 0.9249], [-0.7169, -3.3396, 0.0768], [1.0374, -1.8752, -0.2782], [2.1844, -5.0741, -0.3089], [0.8579, 0.3447, 4.4996], [0.6846, -0.1236, 5.9258], [-0.6190, 0.1799, 6.3995], [-0.0514, -0.3710, 3.6545], [1.8736, 0.1088, 4.1697], [0.6669, 1.4095, 4.3608], [1.4289, 0.3260, 6.5941], [0.8690, -1.2056, 5.9512], [-0.5789, 0.4974, 7.3008], [0.3450, -0.2417, 2.7724], [-4.2045, -2.3928, 0.0940], [-3.3815, -1.1324, 0.2978], [-2.5854, -1.2551, 1.4591], [-3.4206, -3.5053, -0.3187], [-4.9290, -2.2180, -0.7097], [-4.6800, -2.6915, 1.0243], [-4.0046, -0.2285, 0.2921], [-2.7368, -0.9842, -0.5808], [-1.7930, -0.7296, 1.2626], [-2.9513, -3.3556, -1.1415]], "lowdin_charge": [0.285, -0.068, -0.486, -0.072, -0.094, 0.072, 0.077, 0.084, 0.127, 0.070, 0.079, 0.070, -0.033, -0.257, -0.249, -0.108, -0.081, 0.095, 0.113, 0.115, 0.111, -0.008, 0.048, -0.289, -0.232, -0.090, -0.124, 0.121, 0.114, 0.117, 0.116, 0.070, -0.095, -0.226, -0.235, -0.128, -0.081, 0.118, 0.115, 0.127, 0.108, -0.054, 0.070, -0.252, -0.259, -0.060, -0.116, 0.118, 0.120, 0.112, 0.115, 0.070, -0.060, -0.237, -0.269, -0.088, -0.084, 0.112, 0.118, 0.113, 0.101, -0.044, 0.076]}



Entry 4:
{"formula": "C13H3Cl53N", "method": "ωB97M-V/def2-TZVPD", "e_lumo_ev": -5.0, "homo_lumo_gap_ev": 7.1089, "charge": 1, "elements": ["N", "Cl", "H", "H", "H", "C", "Cl", "Cl", "Cl", "Cl", "C", "Cl", "Cl", "Cl", "Cl", "C", "Cl", "Cl", "Cl", "Cl", "C", "Cl", "Cl", "Cl", "Cl", "C", "Cl", "Cl", "Cl", "Cl", "C", "Cl", "Cl", "Cl", "Cl", "C", "Cl", "Cl", "Cl", "Cl", "C", "Cl", "Cl", "Cl", "Cl", "C", "Cl", "Cl", "Cl", "Cl", "C", "Cl", "Cl", "Cl", "Cl", "C", "Cl", "Cl", "Cl", "Cl", "C", "Cl", "Cl", "Cl", "Cl", "C", "Cl", "Cl", "Cl", "Cl"], "xyz": [[7.5298, 4.0707, 1.7153], [5.7869, 4.0452, 1.7019], [7.9031, 4.1411, 0.7422], [7.8423, 4.9309, 2.2479], [7.9219, 3.1950, 2.1607], [1.6869, 3.4667, 2.6037], [0.1025, 3.4164, 1.7904], [2.1929, 1.8102, 3.0217], [2.8913, 4.1983, 1.5134], [1.5611, 4.4419, 4.0895], [-0.3975, 1.2323, 6.5193], [-0.1067, 2.0200, 4.9479], [-2.1177, 1.3928, 6.9547], [0.0280, -0.4942, 6.4060], [0.6065, 2.0106, 7.7686], [4.2823, -1.3880, 4.9990], [4.5731, -0.6003, 3.4276], [2.5620, -1.2275, 5.4345], [4.7077, -3.1145, 4.8858], [5.2862, -0.6096, 6.2484], [-2.9177, 1.6870, -1.0010], [-2.6269, 2.4747, -2.5724], [-4.6380, 1.8475, -0.5655], [-2.4923, -0.0395, -1.1142], [-1.9138, 2.4654, 0.2484], [1.4620, -5.0332, 3.6188], [-0.1224, -5.0836, 2.8055], [1.9680, -6.6897, 4.0367], [2.6664, -4.3016, 2.5284], [1.3361, -4.0580, 5.1046], [-3.9380, 1.1168, -6.0812], [-2.9945, 2.6269, -6.1430], [-2.9185, -0.1945, -5.4364], [-5.3534, 1.3437, -5.0230], [-4.4856, 0.6910, -7.7223], [8.2466, -0.4986, 1.7320], [7.6104, -1.3900, 3.1374], [6.9152, 0.3699, 0.9272], [9.4750, 0.6712, 2.2772], [8.9859, -1.6455, 0.5863], [-4.3534, -4.5486, 2.9320], [-4.9896, -5.4400, 4.3374], [-5.6848, -3.6801, 2.1272], [-3.1250, -3.3788, 3.4772], [-3.6141, -5.6955, 1.7863], [2.2152, -4.7466, -1.3661], [1.3978, -3.8411, -2.6646], [3.6481, -3.8391, -0.8203], [1.0945, -4.9657, 0.0017], [2.7206, -6.3407, -1.9809], [8.2152, -5.6167, 4.8140], [8.4729, -4.6271, 6.2730], [8.4384, -4.6058, 3.3638], [9.3892, -6.9568, 4.7902], [6.5605, -6.2769, 4.8288], [-6.7848, 4.9925, -3.3133], [-6.7039, 6.6794, -3.8809], [-7.5920, 4.9380, -1.7259], [-7.7081, 4.0158, -4.4830], [-5.1350, 4.3366, -3.1634], [-7.9081, 6.8941, -7.7367], [-9.4057, 6.7403, -6.7838], [-8.3180, 7.2481, -9.4341], [-6.9173, 8.2194, -7.0761], [-6.9915, 5.3686, -7.6528], [-7.2057, -1.6342, -9.4343], [-8.8825, -1.4135, -9.9945], [-6.6567, -3.2807, -9.8374], [-6.1501, -0.4433, -10.2356], [-7.1333, -1.3995, -7.6696]], "lowdin_charge": [-0.221, 0.661, 0.148, 0.158, 0.100, -1.959, 0.485, 0.481, 0.487, 0.521, -1.962, 0.472, 0.540, 0.482, 0.532, -1.955, 0.448, 0.438, 0.489, 0.532, -1.968, 0.480, 0.522, 0.527, 0.460, -1.959, 0.477, 0.537, 0.459, 0.492, -1.991, 0.503, 0.510, 0.487, 0.481, -1.982, 0.485, 0.493, 0.517, 0.553, -2.011, 0.519, 0.515, 0.487, 0.503, -1.992, 0.516, 0.493, 0.461, 0.525, -2.007, 0.513, 0.479, 0.528, 0.506, -1.983, 0.506, 0.520, 0.489, 0.457, -2.009, 0.506, 0.518, 0.495, 0.492, -2.002, 0.519, 0.517, 0.490, 0.492]}



Please write out number 2 again, unchanged.
{"formula": "C13H37N3PSn", "method": "ωB97M-V/def2-TZVPD", "e_lumo_ev": [-4.8, -3.9], "e_above_lowest_ev": 3.512, "homo_lumo_gap_ev": [5.6195, 6.7766], "charge": 1, "elements": ["C", "Sn", "N", "N", "H", "H", "H", "H", "H", "H", "H", "H", "H", "H", "C", "C", "C", "C", "P", "N", "C", "C", "C", "C", "C", "C", "C", "C", "H", "H", "H", "H", "H", "H", "H", "H", "H", "H", "H", "H", "H", "H", "H", "H", "H", "H", "H", "H", "H", "H", "H", "H", "H", "H", "H"], "xyz": [[-2.1016, 0.5595, -1.1255], [-0.7614, -0.5922, 0.1622], [1.6200, 0.1315, 0.5132], [0.6997, -0.9191, -2.1013], [2.1525, -0.6470, 0.9134], [-0.5092, 0.9800, -0.3384], [-2.6841, 1.3460, -0.5590], [-2.6535, -0.3277, -1.3493], [-1.6316, 1.0039, -2.0740], [1.2663, -1.7549, -1.9077], [1.3227, -0.1269, -2.2724], [0.1370, -1.0900, -2.9329], [2.1574, 0.5249, -0.2951], [1.4786, 0.8503, 1.2324], [-1.4679, -1.9858, 5.1501], [-1.3794, -1.6737, 3.6420], [-0.1667, -2.4520, 3.0729], [-2.6252, -2.2083, 2.9244], [-1.2476, 0.1647, 3.3886], [-0.8129, 0.4332, 1.8873], [-2.8795, 1.0477, 3.6266], [-3.5574, 0.6370, 4.9438], [-2.6408, 2.5681, 3.6300], [-3.8324, 0.7491, 2.4541], [0.1146, 0.9682, 4.4125], [1.3540, 0.0573, 4.4081], [0.5244, 2.3085, 3.7876], [-0.3385, 1.1740, 5.8633], [-2.2987, -1.4678, 5.6486], [-0.5416, -1.7664, 5.6867], [-1.6582, -3.0668, 5.2513], [-0.3719, -3.5245, 3.2636], [-0.0522, -2.3436, 1.9666], [0.7702, -2.2005, 3.5524], [-3.5572, -1.8749, 3.3799], [-2.6207, -1.9611, 1.8484], [-2.5951, -3.3070, 3.0036], [-2.9043, 0.7786, 5.8135], [-4.4353, 1.2811, 5.0883], [-3.9139, -0.3989, 4.9200], [-2.0644, 2.8724, 2.7292], [-3.6142, 3.0700, 3.5835], [-2.1307, 2.9226, 4.5276], [-3.3025, 0.8793, 1.4867], [-4.2629, -0.2486, 2.4905], [-4.6579, 1.4684, 2.4857], [1.6753, -0.1973, 3.3818], [2.1799, 0.6136, 4.8757], [1.2150, -0.8592, 4.9972], [-0.1423, 3.1313, 4.0904], [1.5241, 2.5648, 4.1355], [0.5309, 2.2541, 2.6934], [-1.1186, 1.9408, 5.9530], [-0.6818, 0.2497, 6.3365], [0.5305, 1.5317, 6.4345]], "lowdin_charge": [-0.236, 1.037, -0.016, -0.020, 0.057, 0.007, 0.047, -0.024, 0.054, 0.052, 0.042, 0.053, 0.069, 0.024, -0.076, -0.615, -0.101, -0.094, 0.889, -0.419, -0.602, -0.078, -0.084, -0.081, -0.601, -0.089, -0.088, -0.079, 0.068, 0.068, 0.098, 0.101, 0.003, 0.052, 0.067, 0.042, 0.099, 0.067, 0.098, 0.070, 0.094, 0.092, 0.061, 0.049, 0.063, 0.094, 0.066, 0.095, 0.071, 0.074, 0.087, 0.057, 0.069, 0.068, 0.099]}